(1)
67
Properties=species:S:1:pos:R:3:forces:R:3:mulliken_charge:R:1 method="wB97M-V/def2-TZVPD" orbital_gap_ev=7.9478 total_charge=+1 multiplicity=1 fmax_ev_per_a=8.71 de_lowest_ev=1.2815 lumo_ha=-0.128
P -2.005212 -0.271929 -1.485236 -4.9 2.2 -6.0 0.55
P 1.743058 0.409201 1.655454 4.7 2.9 -0.9 -0.24
Al -0.403192 -1.742099 0.717914 4.6 -5.7 4.6 0.70
O -1.308632 -0.911689 -0.344016 -0.1 -0.7 -0.5 -0.26
O 0.557038 -2.192289 2.587294 -2.4 -0.4 3.5 -0.56
O -1.524322 -5.375709 1.663584 -1.4 0.4 2.3 -0.56
O 1.858478 -2.412409 0.996324 0.6 -0.9 -3.1 -0.57
O 0.609908 -0.545659 1.366744 -0.8 6.8 -0.9 -0.22
O -0.206552 -5.447159 0.063714 1.2 0.9 -0.6 -0.58
O 2.572098 -2.679979 2.969794 0.1 -3.4 2.0 -0.80
O -0.379442 -3.659999 1.198674 -0.1 6.3 -0.2 -0.26
N -1.841342 1.419241 -1.650486 2.5 -0.6 0.8 0.06
N 1.719668 -2.382159 2.223314 -2.2 -3.2 -1.1 1.36
N 3.291288 -0.304239 1.425204 -2.3 1.8 1.3 0.33
N 1.785088 1.343981 3.110474 0.0 -1.9 -0.6 0.25
N 1.763388 1.611751 0.482354 1.4 -1.0 -0.6 1.21
N -0.700812 -4.820169 0.999294 -1.6 -6.1 -3.5 0.85
N -1.716172 -0.884099 -3.062106 2.1 0.0 1.8 0.24
N -3.669142 -0.559559 -1.310446 2.0 -0.5 1.2 0.30
C -4.679092 0.398791 -1.596786 -1.6 0.3 0.2 -1.13
C 2.960948 2.214291 3.432084 -0.3 -1.0 -0.5 -0.89
C 2.902348 2.566801 0.228574 -1.1 -0.1 1.1 -1.21
C -4.150992 -1.996149 -1.181206 1.3 1.3 -0.1 -0.86
C 3.800568 -0.626009 0.107694 0.1 -0.1 -0.9 -1.14
C -1.272932 -2.257989 -3.284706 -0.6 -0.5 -0.1 -0.92
C -0.679262 2.029461 -2.470706 -2.2 -1.0 -2.1 -0.94
C 3.928028 -1.027799 2.530964 2.2 1.8 0.2 -1.52
C -2.416532 -0.319909 -4.221766 -0.9 0.7 1.9 -1.22
C 0.537988 2.090351 -0.071836 3.6 -1.3 1.6 -2.22
C 0.527038 1.764101 3.702164 -0.1 -0.8 0.4 -1.01
C -1.948032 2.179891 -0.384796 -3.0 0.9 -0.4 -1.15
H 0.249548 2.193371 -1.924326 -2.1 0.9 -4.1 0.74
H -1.046532 2.148941 0.227114 -4.7 1.7 -0.2 0.61
H 3.222168 -1.305269 3.313834 1.2 1.3 -0.1 0.51
H 0.442488 3.145651 0.183754 -0.5 0.2 -0.2 0.68
H -2.682432 0.696661 -3.932016 0.1 0.2 -0.5 0.38
H 2.749098 3.118971 -0.698626 -0.1 -0.5 -0.3 0.33
H -5.238232 -2.053039 -1.128566 0.2 0.3 0.0 0.42
H 3.904558 2.138711 0.249064 -0.3 -0.2 0.1 0.30
H -3.724422 -2.395009 -0.260856 -0.1 -0.4 -0.1 0.22
H 3.860288 1.647821 3.190454 0.0 0.2 0.0 0.24
H -3.787152 -2.529429 -2.059456 -0.2 -0.3 0.2 0.23
H -0.487522 1.343991 -3.296216 -0.1 0.3 -0.2 0.49
H 4.737598 -0.486259 3.020274 0.2 0.9 -0.3 0.40
H -1.818542 -0.333449 -5.132986 -0.1 -0.2 0.2 0.39
H -0.214712 0.971941 3.600154 -0.2 0.1 -0.5 0.27
H -2.836662 1.873131 0.166874 -0.1 0.1 0.0 0.45
H 0.626808 1.802431 4.786904 0.2 0.5 0.0 0.41
H 0.555118 1.902991 -1.145466 1.8 -0.7 4.6 0.51
H -0.344522 1.545601 0.263614 4.2 -2.2 0.7 -0.22
H -0.990352 3.018031 -2.808426 -0.4 -0.2 -0.2 0.40
H 4.455238 -1.876929 2.096054 -0.5 -0.2 0.3 0.48
H -2.029732 3.236351 -0.640306 -0.5 0.1 -0.2 0.46
H 3.576848 -1.635569 -0.237036 0.1 -0.3 0.6 0.26
H 2.795098 3.317511 1.011544 0.5 0.2 -0.2 0.34
H -5.157492 0.186051 -2.552816 0.2 0.5 -0.4 0.38
H -3.381822 -0.825419 -4.249706 0.0 -0.3 -0.9 0.34
H -4.377252 1.438251 -1.468296 0.1 -0.2 -0.4 0.32
H 4.880608 -0.478989 0.109984 0.0 0.0 0.0 0.45
H -1.013372 -2.405749 -4.332986 0.8 0.4 0.1 0.33
H 3.389058 -0.035449 -0.710836 -0.1 0.6 0.4 0.32
H 2.966238 3.153381 2.878754 -0.2 -0.1 0.1 0.26
H -0.497502 -2.577769 -2.588616 0.2 0.0 -0.3 0.31
H -2.100622 -2.964829 -3.226376 -0.2 -0.1 0.5 0.30
H 0.182888 2.715241 3.295984 -0.2 0.1 0.1 0.31
H 2.974758 2.459691 4.494014 -0.2 -0.3 0.0 0.36
H -5.494782 0.237601 -0.891966 -0.1 0.2 0.3 0.45



(2)
61
Properties=species:S:1:pos:R:3:forces:R:3:mulliken_charge:R:1 method="wB97M-V/def2-TZVPD" orbital_gap_ev="8.7703 / 9.8791" multiplicity=3 fmax_ev_per_a=4.29 de_lowest_ev=4.0732 s2=2.01 lumo_ha="0.008 / 0.009"
V -1.155649 0.332267 0.429025 0.0 -0.1 -0.8 1.16
S 1.664321 1.304739 2.422082 0.7 0.4 -0.6 0.78
S 1.149405 -1.887346 -1.523445 -3.0 1.6 0.6 0.81
S -0.017633 2.451808 -2.247829 -2.0 -0.4 0.0 1.13
O 0.675241 3.701013 -2.017928 -0.4 -0.7 0.4 -0.82
O -0.333773 1.493613 -1.153796 1.4 2.2 -1.6 -0.07
O 0.488656 -0.883842 -0.617740 2.2 -2.0 -1.6 -0.85
O 0.657565 0.874882 1.415934 2.6 1.3 1.3 -0.49
O 1.701674 -1.380879 -2.771131 0.3 -0.5 0.9 -0.76
O 2.923250 1.955253 1.979065 -2.0 -1.7 0.4 -0.72
C -0.174871 -3.207541 -1.935752 1.1 0.6 1.2 -0.54
C -0.327340 0.937059 -4.342025 -0.3 -0.8 -1.4 -0.19
C 1.033127 2.377443 3.740126 -0.9 -0.3 -1.5 -0.66
C 0.756817 1.556797 -3.575238 1.4 0.4 1.3 -0.79
C 1.963592 -0.128291 3.546764 -0.2 -0.2 -0.8 -0.36
C -1.392200 1.997226 -4.563076 -0.1 0.5 0.6 -0.67
C 1.263036 -3.998149 -0.049116 0.0 -0.5 0.5 -0.39
C -1.628278 2.715788 -3.239084 0.5 0.0 0.9 -0.67
C 2.243418 -2.891350 -0.469748 -1.7 -0.7 -1.7 -0.76
C 1.827079 0.383614 4.975603 0.7 1.7 0.3 -0.79
C 1.790614 1.961388 4.953934 0.1 -0.8 0.0 -0.74
C 0.353878 -4.504311 -1.199804 -0.7 2.0 -0.8 -0.72
B -1.320832 -1.408099 1.764932 0.0 -0.5 0.7 2.12
B -2.618743 -0.121885 -1.160144 -0.8 -0.1 -0.3 0.48
B -2.066080 1.884504 1.549699 -0.3 0.8 1.1 0.38
H -0.019115 2.093108 3.733929 -0.3 0.4 0.4 0.33
H -1.598075 -0.435938 -1.314548 3.7 -1.5 -0.9 -0.72
H -3.203942 -0.383809 -2.028014 -2.0 -1.2 -3.0 -0.19
H 1.860730 -4.834543 0.313257 -0.1 0.0 0.3 0.45
H 1.204371 3.398807 3.400141 -0.2 -0.1 0.0 0.49
H -1.746419 3.787129 -3.401478 0.1 0.0 0.4 0.46
H 2.863090 -3.385378 -1.218102 0.9 0.5 0.3 0.42
H -0.987743 2.789761 -5.192685 -0.1 -0.4 -0.6 0.33
H -1.541558 1.200088 2.198317 1.6 -1.8 3.1 -0.32
H 0.631373 -3.630646 0.759613 -0.1 -0.1 0.1 0.16
H 1.215016 -0.894019 3.343289 -0.3 0.3 -0.2 0.07
H 1.322299 2.326840 5.867845 0.1 0.1 -0.1 0.37
H -0.679100 0.017873 -3.873553 -0.2 0.1 0.1 0.06
H 2.663738 -2.286928 0.334060 0.2 -0.2 -0.4 0.32
H -1.378713 -2.314288 2.347772 -0.2 -3.3 1.9 -0.21
H -2.979295 -0.592552 -0.258633 -1.7 -1.7 3.2 -0.18
H 2.799621 2.362565 4.858696 0.1 -0.1 0.3 0.36
H -0.523596 -4.994870 -0.778523 0.3 -0.3 0.0 0.38
H -2.328303 1.603380 -4.958944 0.1 0.1 -0.1 0.35
H -1.078669 -2.783513 -1.498199 0.1 -0.1 0.4 0.15
H -2.777303 1.295506 0.991593 -2.9 -2.5 -2.0 0.06
H -2.463485 2.311125 -2.667448 0.3 0.0 0.2 0.31
H 2.678021 0.207346 5.633572 -0.1 -0.8 -0.1 0.28
H -1.126644 -1.639845 0.729157 0.6 -1.1 -3.8 -0.53
H -1.376794 2.289449 0.825022 2.7 1.5 -2.9 -0.20
H 1.464479 0.847259 -3.146450 0.0 0.1 0.0 0.28
H 0.829726 -5.132412 -1.952903 0.2 -0.1 0.4 0.27
H -0.514903 -0.812015 2.164182 2.8 2.0 1.5 -1.04
H -0.376631 -3.193724 -3.006826 0.7 -0.3 0.0 0.52
H 2.883871 -0.565989 3.159962 0.4 0.3 0.6 0.50
H -2.583089 2.735034 1.966269 -1.7 2.7 1.7 -0.15
H -2.622357 0.955579 -1.102671 -0.2 3.8 0.4 -0.31
H 1.282619 2.319573 -4.149548 0.1 0.0 0.0 0.44
H 0.898398 0.046920 5.436356 0.2 -0.2 -0.1 0.36
H 0.125820 0.691782 -5.302540 -0.3 -0.4 -0.1 0.41
H -2.273712 -0.914356 1.876726 -3.5 2.0 0.3 -0.18



(3)
59
Properties=species:S:1:pos:R:3:forces:R:3:mulliken_charge:R:1 method="wB97M-V/def2-TZVPD" orbital_gap_ev="9.8638 / 3.5583" multiplicity=2 fmax_ev_per_a=2.87 s2=0.76 lumo_ha="0.010 / -0.221"
F -1.697404 1.899244 0.810512 -1.2 1.1 -0.9 -0.32
F -1.350974 -0.028236 1.799782 -0.9 -1.0 0.7 -0.38
F -0.531534 0.224764 -0.306018 0.2 0.0 -0.1 -0.24
F 0.314856 1.436104 1.461232 2.0 -0.2 0.3 -0.46
O 3.401996 -3.722976 -0.731148 -1.1 0.1 0.1 -0.54
O -0.410344 -1.736936 -4.748808 0.2 -1.6 -1.2 -0.59
O -2.065894 -1.448296 -2.000018 -0.4 0.0 0.0 -0.40
O 2.385816 -0.028726 2.095222 1.4 -1.0 1.0 -0.26
O -1.365534 5.249284 1.849142 -1.5 0.0 1.2 -0.58
O -0.109304 -2.000176 2.389862 0.6 -2.8 -0.2 -0.37
C 1.376946 -2.337186 -1.231348 0.8 -1.0 0.4 -0.05
C 3.849316 1.758524 1.722162 -0.7 1.2 0.5 -0.97
C -3.325414 -0.804786 -2.181288 -0.1 0.2 -1.5 -0.16
C -0.773724 -0.404856 -4.797228 -0.2 1.2 1.2 -0.14
C -0.059184 4.891634 1.592782 1.0 0.8 -1.5 0.42
C 3.016906 1.027594 2.806652 -0.5 -0.6 -1.0 -0.25
C 0.953216 5.787644 2.245912 -0.1 0.4 1.0 -1.24
C 0.162796 0.271724 -3.800318 0.3 1.1 -0.8 -0.51
C -1.964474 -3.577776 2.480342 -1.0 -0.5 0.0 -1.29
C -3.768584 -0.048036 -0.991978 -0.2 -0.3 1.0 -0.96
C -0.646074 -3.211716 1.775452 -0.2 0.5 0.9 0.26
C 1.939726 -3.732716 -0.779758 0.5 0.6 -0.7 -0.22
B -0.822694 0.870164 0.895912 -0.5 0.7 -0.3 0.24
H 3.738586 0.688854 3.549982 -0.5 -0.6 0.0 0.35
H -1.840464 -0.316946 -4.591268 -0.1 0.3 0.4 0.06
H -0.759224 -1.373096 2.064342 -0.3 1.6 0.0 0.51
H -1.849404 4.464264 1.582272 -0.6 0.1 0.1 0.34
H 1.914616 -1.598436 -0.636998 -0.4 0.2 0.3 0.12
H -3.131324 0.825814 -0.856388 -0.1 -0.1 0.3 0.19
H 0.104406 -0.108296 -2.780378 -0.1 0.1 -0.1 -0.20
H 0.031736 -4.060946 1.862002 0.3 0.5 0.0 0.33
H 0.773326 6.860964 2.184812 -0.4 0.0 -0.6 0.35
H 3.626366 -3.499976 0.175232 0.2 0.1 0.0 0.29
H -4.045434 -1.550206 -2.518948 0.1 -0.1 0.1 0.33
H 3.270206 2.453114 1.113672 -0.3 -0.4 -0.1 0.31
H -2.144814 -3.167426 3.473912 0.5 0.2 0.0 0.34
H -0.905264 -2.972316 0.744132 0.4 -0.2 -0.2 -0.03
H -4.804584 0.281524 -1.070698 0.0 0.0 -0.1 0.45
H 0.133116 1.361094 -3.822668 -0.5 0.2 0.3 0.36
H 1.157016 0.085394 -4.206418 0.2 -0.3 0.3 0.34
H -0.490534 -2.000886 -3.829298 -0.2 -0.1 0.1 0.34
H 1.618796 -2.057986 -2.256848 0.0 -0.5 -0.1 0.33
H 0.120916 3.845124 1.838712 0.2 0.0 -0.1 -0.17
H -3.689494 -0.756706 -0.167588 -0.1 0.4 0.6 0.10
H 4.404776 2.416794 2.390182 0.9 -0.1 -0.5 0.36
H -0.669294 0.079984 -5.767858 0.5 -0.6 -0.3 0.37
H 1.931586 5.614644 1.797642 0.1 -0.2 0.3 0.30
H -2.839764 -3.319316 1.884382 0.1 0.4 -0.1 0.29
H -1.552504 -0.786786 -1.530498 0.5 0.0 0.3 0.19
H -3.259404 -0.038426 -2.953578 0.2 -0.2 -0.7 0.20
H 1.668316 0.393394 1.617082 -1.4 0.5 -0.6 0.54
H 0.920326 5.633194 3.324412 0.5 -0.3 0.1 0.32
H -2.060944 -4.658496 2.584422 0.3 -0.1 0.0 0.40
H 2.186326 1.608354 3.207842 0.4 0.5 0.2 0.30
H 4.393336 1.071834 1.073632 0.3 0.2 0.5 0.32
H 0.297326 -2.256366 -1.104858 0.1 0.0 0.1 -0.15
H 1.684906 -4.556346 -1.446698 -0.1 0.2 -0.3 0.34
H 0.009756 5.092944 0.523762 0.8 -0.8 -0.5 0.23
H 1.546266 -4.032596 0.191502 0.0 0.3 0.1 -0.04